# 1
Computed, not measured: a structure of composition C22H34AsN2O3PSYb, with ωB97M-V/def2-TZVPD.

Last column: natural (NBO) charge in e.
Element x y z (Å)
Yb -0.40259 -0.01229 -0.31796  1.851
N -2.21766 -0.00140 1.46201  -0.864
C -1.71883 -0.92166 2.45548  0.125
C -1.47605 -0.45426 3.74091  -0.238
C -0.97433 -1.29918 4.71727  -0.200
C -0.72444 -2.62719 4.40341  -0.235
C -0.98978 -3.09023 3.12371  -0.133
C -1.49486 -2.26040 2.12072  -0.105
C -1.80612 -2.81659 0.76777  -0.002
C -2.47467 -4.04025 0.70381  -0.228
C -2.74728 -4.62954 -0.52284  -0.216
C -2.34138 -3.99425 -1.68796  -0.203
C -1.68188 -2.77306 -1.60656  -0.225
C -1.39647 -2.13390 -0.39333  -0.609
H -2.51020 0.86185 1.90370  0.397
H -3.01946 -0.39665 0.97833  0.418
H -1.69340 0.58259 3.97980  0.206
H -0.79903 -0.92332 5.71736  0.224
H -0.33725 -3.30393 5.15460  0.224
H -0.80009 -4.12973 2.88164  0.214
H -2.79952 -4.52678 1.61755  0.212
H -3.27355 -5.57553 -0.56618  0.219
H -2.54159 -4.44495 -2.65336  0.213
H -1.37379 -2.30855 -2.54068  0.189
C 3.74995 -1.18267 1.39041  -0.732
C 2.35136 -1.50897 0.99127  0.702
C 2.02403 -2.91473 0.61894  -0.741
O 1.50298 -0.61899 0.95703  -0.646
H 4.26074 -2.04898 1.80656  0.242
H 3.76997 -0.34921 2.09017  0.236
H 4.27242 -0.88153 0.47617  0.282
H 2.00120 -3.50037 1.54412  0.262
H 2.81426 -3.33362 -0.00737  0.253
H 1.05640 -2.98508 0.12688  0.263
O 3.33319 -0.19505 -1.81079  -0.600
C 2.15766 -0.13598 -1.94602  0.800
N 0.96290 -0.07353 -2.06887  -0.953
C -2.34022 2.93752 -4.43677  -0.965
As -1.23340 1.77429 -3.37492  1.490
C 0.47761 2.65222 -3.41705  -0.958
C -1.20802 0.17288 -4.42804  -0.963
S -2.22284 1.61989 -1.49815  -0.624
H -2.02677 2.89813 -5.47858  0.243
H -2.25514 3.95247 -4.05822  0.247
H -3.37130 2.60726 -4.34445  0.257
H 0.34908 3.60210 -3.92890  0.245
H 1.18999 2.02145 -3.94004  0.262
H 0.81344 2.80313 -2.39579  0.247
H -0.89608 0.44750 -5.43484  0.247
H -2.22317 -0.21577 -4.44236  0.258
H -0.52126 -0.54804 -3.99979  0.274
C 1.40414 3.03375 2.70987  -1.016
P 1.30981 3.06962 0.92817  1.982
C 2.96193 2.85825 0.28728  -1.020
C 0.74862 4.69988 0.46696  -1.014
O 0.38166 2.00053 0.40360  -1.145
H 2.07397 3.80743 3.08754  0.258
H 1.75528 2.05174 3.02910  0.264
H 0.40192 3.19852 3.10906  0.259
H 3.66852 3.52621 0.78344  0.259
H 2.96498 3.06410 -0.78414  0.260
H 3.26093 1.82013 0.44036  0.269
H 1.35077 5.46960 0.95331  0.259
H -0.29345 4.80424 0.76994  0.266
H 0.81614 4.81890 -0.61428  0.256

Orbital gap (spin up / spin down) ... 0.312 / 0.312 Eh
E_HOMO (spin up / spin down) ... -10.50 / -10.50 eV
Charge ... +1
2S+1 ... 2

# 2
Computed, not measured: a structure of composition C22H34Br12N2OS in a non-equilibrium geometry, with ωB97M-V/def2-TZVPD.

Last column: Löwdin charge in e.
Element x y z (Å)
C -1.47511 -1.76944 -2.71288  -0.017
C -2.66464 -1.38001 -2.12043  -0.120
C -2.62107 -0.95623 -0.61026  -0.101
C -2.18641 0.41367 -0.31003  0.036
C -2.13339 0.89077 1.10803  -0.299
N -1.74312 2.09942 1.65084  -0.268
S -1.93743 2.03739 3.31542  0.928
N -2.52228 0.47663 3.52403  -0.251
C -2.55694 -0.02960 2.24813  -0.333
C -2.98377 -1.42914 1.90786  0.065
C -3.00284 -1.89103 0.52662  -0.216
O -3.37988 -3.21991 0.23933  -0.105
C -2.09893 -3.94484 0.18868  -0.224
C -2.29950 -5.50221 0.12067  -0.073
H -0.58929 -1.10498 -2.49810  0.065
H -1.39014 -2.65207 -3.40910  0.072
H -3.64172 -1.33238 -2.68272  0.117
H -1.87201 1.10306 -1.12917  0.092
H -3.30510 -2.14964 2.71015  0.128
H -1.51726 -3.64392 1.11375  0.128
H -1.54499 -3.58193 -0.73087  0.107
H -3.19652 -5.82041 -0.47551  0.055
H -2.46240 -5.87131 1.18097  0.081
H -1.35029 -5.98721 -0.25952  0.085
Br 1.34138 2.39603 -0.47044  0.613
C 2.34722 2.96074 1.09756  -0.698
C 2.26816 4.45207 1.29009  -0.715
Br 3.43316 5.39139 0.03976  0.591
H 3.36500 2.59692 0.97004  0.051
H 1.88229 2.44109 1.93575  0.047
H 2.63078 4.72953 2.27967  -0.039
H 1.26529 4.85104 1.14983  0.059
Br -4.13429 -5.51541 -3.83627  0.595
C -5.25427 -7.09250 -4.06859  -0.692
C -5.50892 -7.78284 -2.75296  -0.689
Br -3.95471 -8.80767 -2.17931  0.576
H -4.75849 -7.72931 -4.79862  0.049
H -6.18624 -6.71855 -4.49252  0.057
H -6.31062 -8.51474 -2.85225  0.056
H -5.75097 -7.09404 -1.94593  0.050
Br 2.88814 4.09871 4.80431  0.668
C 4.75562 4.64066 4.67322  -0.674
C 5.24231 5.24696 5.96419  -0.689
Br 4.58953 7.06936 6.18163  0.632
H 4.83044 5.31910 3.82502  0.053
H 5.30211 3.72449 4.44933  0.062
H 6.32891 5.33265 5.96173  0.059
H 4.92872 4.69094 6.84534  0.052
Br -1.17783 -9.36564 -4.48401  0.586
C 0.49324 -9.86565 -3.61876  -0.693
C 0.37060 -11.19551 -2.92100  -0.696
Br -0.60601 -11.02691 -1.24350  0.598
H 0.75915 -9.05152 -2.94751  0.052
H 1.22576 -9.92068 -4.42409  0.056
H 1.35359 -11.57432 -2.64090  0.056
H -0.14697 -11.94571 -3.51528  0.051
Br -0.35701 5.38896 -3.64167  0.598
C 0.92133 4.10113 -4.34862  -0.697
C 0.24556 3.09020 -5.24056  -0.690
Br -0.72095 1.75977 -4.19630  0.605
H 1.42430 3.65169 -3.49384  0.023
H 1.63822 4.69443 -4.91623  0.058
H 0.98445 2.52395 -5.80769  0.057
H -0.47071 3.53410 -5.92891  0.050
Br 2.59968 12.25521 3.28239  0.602
C 4.30011 11.84876 4.14105  -0.701
C 4.24685 10.52896 4.86691  -0.725
Br 3.28142 10.68443 6.55234  0.587
H 4.53469 12.68763 4.79318  0.050
H 5.02632 11.81052 3.32911  0.057
H 5.24946 10.20222 5.14346  0.047
H 3.75924 9.74270 4.29396  0.042

Orbital gap ... 0.288 Eh
E_HOMO ... -8.54 eV
Charge ... 0

# 3
Computed, not measured: a structure of composition C22H34F6HoIN4O4P in a non-equilibrium geometry, with ωB97M-V/def2-TZVPD.

Last column: Löwdin spin population.
Element x y z (Å)
Ho -0.14211 1.06978 -0.66542  4.111
O 2.18231 0.39760 -0.78137  -0.002
C 3.31831 0.90445 0.06375  0.000
C 4.09613 1.97642 -0.72170  0.000
C 3.25141 3.07977 -1.33765  0.000
C 2.45923 3.83496 -0.29045  0.000
C 2.80190 5.19308 0.02479  0.000
C 2.05229 5.90784 0.96143  0.001
C 1.01762 5.21801 1.63217  0.000
C 0.76755 3.89477 1.28895  0.001
N 1.43514 3.21862 0.27047  -0.001
H 2.52063 0.01512 -1.64892  0.000
H 3.98701 0.05599 0.31194  0.000
H 2.81943 1.31588 0.91319  0.000
H 4.65296 1.45531 -1.52098  0.000
H 4.86952 2.55590 -0.11753  0.000
H 2.55301 2.63769 -2.09924  0.000
H 3.86205 3.81065 -1.87922  0.000
H 3.67494 5.67265 -0.46015  0.000
H 2.23640 6.91848 1.20212  0.000
H 0.31651 5.67585 2.32424  0.000
H 0.02022 3.38169 1.85592  0.000
N -1.21989 -3.58496 -2.85798  0.000
C -0.54168 -4.63647 -2.00172  0.000
C -1.50596 -4.90193 -0.81798  0.000
C -1.60762 -3.76585 0.17086  0.000
N -2.47690 -2.67315 -0.43291  0.000
C -0.26327 -3.13091 0.56500  0.000
C 0.66132 -2.81690 -0.62674  0.000
N 0.22985 -1.60727 -1.40368  0.001
C 0.82874 -4.07695 -1.52032  0.000
H -1.81724 -4.10150 -3.55733  0.000
H -0.48964 -3.11377 -3.43094  0.000
H -2.25525 -2.51297 -1.40694  0.000
H -0.42204 -5.58906 -2.58051  0.000
H -1.28303 -5.86161 -0.32407  0.000
H -2.57839 -5.13194 -1.16501  0.000
H -2.12917 -4.03727 1.06874  0.000
H -2.31424 -1.76455 0.06500  0.000
H -3.47582 -2.88718 -0.42459  0.000
H 0.24893 -3.84637 1.21731  0.000
H -0.35754 -2.22605 1.18087  0.000
H 1.64795 -2.52833 -0.23818  0.000
H -0.67252 -1.74194 -1.81058  0.000
H 0.86580 -1.43641 -2.16715  0.000
H 1.25781 -4.89533 -0.94282  0.000
H 1.51767 -3.93768 -2.39052  0.000
O 0.36943 0.56458 4.20978  0.000
C -0.91608 0.20583 4.23258  0.000
C -1.58003 0.02379 5.43492  0.000
C -2.88760 -0.50379 5.49747  0.000
C -3.58114 -0.65777 4.32012  0.000
C -2.96652 -0.49868 3.09978  0.000
C -1.66229 -0.00261 3.01926  0.000
C -1.11507 0.30120 1.69382  0.001
O 0.00360 0.95498 1.61604  -0.002
O -1.63552 -0.14806 0.62236  0.001
H 0.59339 0.66341 3.24752  0.000
H -0.93615 0.20535 6.32156  0.000
H -3.24955 -0.70757 6.53673  0.000
H -4.63561 -0.90976 4.34562  0.000
H -3.50507 -0.75967 2.21137  0.000
I -3.59115 1.83004 -1.30323  0.491
C -1.82378 2.74247 -0.56033  0.359
H -1.79698 3.69071 -1.10770  0.015
H -2.19038 3.02487 0.45202  0.020
F 1.43962 0.39900 -3.56969  0.000
P 0.08047 1.22475 -4.00085  0.000
F -0.24012 0.22975 -5.18077  0.000
F -1.28588 2.04437 -4.16892  0.000
F -0.79534 0.23652 -2.91975  0.003
F 0.92009 2.19747 -4.90706  0.000
F 0.38735 2.26466 -2.63680  0.001

Orbital gap (spin up / spin down) ... 0.302 / 0.158 Eh
E_HOMO (spin up / spin down) ... -13.64 / -13.64 eV
Charge ... +2
2S+1 ... 6